A.
Here is the molecule C2H4N2O2S from OMol25. Energies are from the ωB97M-V functional and the def2-TZVPD basis.

Geometry as XYZ:
```
11
Properties=species:S:1:pos:R:3:mulliken_charge:R:1
C 0.13156 0.65574 -0.05302 0.704
C -0.26913 -0.91739 -0.13431 0.283
H -0.32100 2.48026 0.01792 0.319
H -1.63823 1.30213 0.77206 0.282
H 1.88206 -1.24351 -0.40733 0.155
H -1.83735 -1.78788 -0.30686 0.348
N -0.85737 1.61321 0.00564 -0.475
N 1.37200 1.02059 0.20324 -0.584
O -1.61623 -0.91454 -0.38673 -0.359
O 0.39903 -1.95842 0.47516 -0.566
S 2.75466 -0.25018 -0.18577 -0.107
```

Summary:
HOMO ... -8.73 eV
Structure (SMILES) ... N/C(=N/S)C(=O)O
LUMO level ... -0.73 eV

---

B.
Here is the molecule C2H4N2O2S from OMol25. Energies are from the ωB97M-V functional and the def2-TZVPD basis.

Geometry as XYZ:
```
11
Properties=species:S:1:pos:R:3:mulliken_charge:R:1
C -1.01995 -0.04024 0.05307 0.387
C -0.05993 -0.92820 0.77539 -0.235
H 0.69895 2.09130 0.75989 0.344
H -1.17091 1.78225 -0.83117 0.230
H -0.32285 -1.29035 1.77242 0.368
H 2.07314 -1.42251 -1.23939 0.370
N -0.61346 1.20411 -0.19196 -0.099
N 1.00993 -1.42200 0.27826 -0.311
O 0.70137 1.59003 -0.04278 -0.363
O 1.23873 -0.98844 -1.01173 -0.352
S -2.53503 -0.57595 -0.32200 -0.337
```

Summary:
HOMO ... -8.66 eV
Structure (SMILES) ... O/N=C\C(=S)NO
LUMO level ... 0.32 eV

---

Question: which arrangement is favored energetically? Ranking from most to least stable: A, B.

---

A.
Here is the molecule C7H7N from OMol25. Energies are from the ωB97M-V functional and the def2-TZVPD basis.

Geometry as XYZ:
```
15
Properties=species:S:1:pos:R:3:mulliken_charge:R:1
C 1.59127 -1.00171 -0.05966 0.303
C 0.77079 -1.93605 -0.03689 -0.815
C 1.78385 0.32856 0.04102 0.405
C -0.73288 -0.05313 0.01264 0.698
C 2.71849 1.27748 -0.02842 -0.931
C -0.69454 -1.64431 0.14515 -0.205
C -2.07672 0.54678 -0.12364 -1.165
N 0.23681 0.76299 0.05095 -0.542
H 2.47310 2.30863 0.04055 0.336
H 3.72484 0.90950 -0.14601 0.268
H -1.35263 -1.86902 -0.66797 0.357
H -1.14303 -1.89118 1.12754 0.319
H -2.71527 -0.12378 0.31054 0.420
H -2.36599 0.84991 -1.16071 0.245
H -2.21808 1.53533 0.49491 0.307
```

Summary:
HOMO ... -8.97 eV
Structure (SMILES) ... C=C1C#CCC(C)=N1
LUMO level ... 0.49 eV

---

B.
Here is a cluster of 2 separate species, C7H7N in total from OMol25. Energies are from the ωB97M-V functional and the def2-TZVPD basis.

Geometry as XYZ:
```
15
Properties=species:S:1:pos:R:3:mulliken_charge:R:1
C 0.50820 -0.58465 -1.38530 -0.313
C -0.61921 -0.11037 -1.93291 -0.219
C 1.60763 2.18723 1.79629 -0.432
C -1.84402 -0.89773 -0.17679 -0.204
C 0.54170 -1.08617 -0.10666 -0.230
C -0.66102 -1.19259 0.53251 -0.186
C 0.89271 2.97829 1.27702 -0.262
N -1.84198 -0.27975 -1.38595 -0.531
H 1.44412 -0.42938 -1.91592 0.311
H -0.69581 0.22890 -2.95392 0.414
H 2.29899 1.69248 2.46874 0.339
H -2.91687 -0.94855 0.29764 0.287
H 0.48285 3.75283 0.65454 0.357
H 1.44780 -1.27034 0.54840 0.341
H -0.79034 -1.45477 1.57810 0.327
```

Summary:
HOMO ... -9.69 eV
Structure (SMILES) ... c1ccncc1.C#C
LUMO level ... 0.98 eV

---

C.
Here is the molecule C7H7N from OMol25. Energies are from the ωB97M-V functional and the def2-TZVPD basis.

Geometry as XYZ:
```
15
Properties=species:S:1:pos:R:3:mulliken_charge:R:1
C -2.85069 0.00346 -0.65984 0.029
C -1.66537 0.02386 -0.80799 -0.711
C 2.00289 0.07008 -1.01733 -0.609
C 0.76359 0.05961 -1.71652 -0.854
C 1.75083 -0.07183 0.32137 -0.425
C -0.22723 -0.06503 -0.74687 0.516
C -0.34083 -0.09234 1.71049 -0.932
N 0.39387 -0.10742 0.45175 0.118
H -3.80585 0.15327 -0.34856 0.475
H 2.87574 0.15067 -1.51448 0.527
H 0.60985 0.36905 -2.66755 0.479
H 2.35586 -0.05304 1.15615 0.435
H 0.27582 -0.58968 2.39070 0.403
H -0.75886 0.91462 1.87345 0.305
H -1.37961 -0.76527 1.57521 0.244
```

Summary:
HOMO ... -8.14 eV
Structure (SMILES) ... C#Cc1cccn1C
LUMO level ... 0.94 eV

---

Question: which arrangement is favored energetically? Ranking from most to least stable: C, B, A.

---

A.
Here is a cluster of 3 separate species, C5H13NO2 in total from OMol25. Energies are from the ωB97M-V functional and the def2-TZVPD basis.

Geometry as XYZ:
```
21
Properties=species:S:1:pos:R:3:mulliken_charge:R:1
C 0.33070 0.35715 0.13186 1.929
C -1.72920 0.12875 0.65958 -0.682
C -0.42577 -1.12227 -1.64779 -0.852
C 0.59449 1.77674 0.57010 -1.727
C 1.05701 -0.70738 0.91302 -1.902
N -0.24723 0.19686 -1.05982 -0.422
O 1.78158 0.33307 -1.63221 -0.740
O -2.00005 -1.14130 1.07682 -0.455
H 1.74061 1.17658 -2.10263 0.214
H -1.47750 -1.35155 1.86138 0.368
H -2.41131 0.43086 -0.12293 0.430
H -1.60972 0.86612 1.44915 0.358
H -0.48302 -0.97145 -2.72344 0.319
H -1.36806 -1.57059 -1.31924 0.365
H 0.38479 -1.82159 -1.44788 0.271
H 0.38785 1.91580 1.63532 0.446
H 0.00236 2.47485 -0.02088 0.394
H 1.65033 1.99088 0.40469 0.403
H 1.15652 -0.42858 1.96653 0.390
H 0.59746 -1.69389 0.87744 0.567
H 2.06816 -0.83905 0.53093 0.326
```

Summary:
HOMO (spin up / spin down) ... -8.08 / -7.11 eV
LUMO level (spin up / spin down) ... 0.35 / 0.23 eV

---

B.
Here is a cluster of 2 separate species, C5H13NO2 in total from OMol25. Energies are from the ωB97M-V functional and the def2-TZVPD basis.

Geometry as XYZ:
```
21
Properties=species:S:1:pos:R:3:mulliken_charge:R:1
O -0.23090 0.07549 2.65643 -0.467
C 0.18469 1.00185 2.05626 -0.019
N 0.48756 1.02671 0.72317 0.037
C 0.70875 -0.28686 0.02103 -1.194
C 0.92880 -0.14703 -1.48870 1.163
C -0.15517 0.58286 -2.25891 -1.407
C 1.28900 -1.47438 -2.07605 -1.404
H 0.31285 2.00631 2.56890 0.319
H 1.08208 1.79286 0.37936 0.281
H 1.58624 -0.96732 0.51984 0.200
H -0.14825 -1.05591 0.22095 0.434
H 1.84039 0.58293 -1.47718 0.168
H 0.07616 1.24304 -3.13957 0.298
H -0.81380 -0.13464 -2.72364 0.344
H -0.75050 1.17848 -1.54919 0.366
H 1.41447 -2.17331 -1.35441 0.494
H 2.22121 -1.51258 -2.66355 0.282
H 0.41130 -1.90428 -2.75586 0.276
H -1.80762 -0.47102 0.53465 0.178
H -2.74034 -0.82103 1.65519 0.335
O -2.74829 -0.45164 0.74365 -0.684
```

Summary:
HOMO ... -10.12 eV
Structure (SMILES) ... CC(C)CNC=O.O
LUMO level ... 0.77 eV

---

C.
Here is a cluster of 3 separate species, C5H13NO2 in total from OMol25. Energies are from the ωB97M-V functional and the def2-TZVPD basis.

Geometry as XYZ:
```
21
Properties=species:S:1:pos:R:3:mulliken_charge:R:1
C -1.27629 0.93928 0.39657 -0.150
C -2.68811 0.51898 0.11409 -0.854
C -0.28672 -0.03262 0.72674 0.389
N 1.08179 0.22496 1.02621 -0.195
C 1.99260 1.01372 0.23973 -0.510
C 2.74164 0.25130 -0.84677 -1.017
O -0.62677 -1.21298 0.88698 -0.702
H -1.04838 1.99458 0.41601 0.466
H -0.22376 1.06383 -1.65381 0.060
H -2.57423 -0.44992 -0.33421 0.167
H -3.23343 1.32231 -0.33604 0.342
H -3.29864 0.26161 0.96683 0.336
H 1.43804 -0.67969 1.25938 0.265
H 2.66352 1.43085 1.06470 0.302
H 1.44902 1.87441 -0.18751 0.349
H 3.39318 0.77611 -1.54080 0.351
H 3.56927 -0.28557 -0.36690 0.321
H 2.03517 -0.48064 -1.22667 0.267
H -0.59055 -0.70410 -1.85622 0.172
H -1.19610 -1.68554 -0.76459 0.305
O -0.92610 -1.67021 -1.70542 -0.662
```

Summary:
HOMO ... -9.39 eV
LUMO level ... -2.16 eV

---

Question: which arrangement is favored energetically? Ranking from most to least stable: B, C, A.

---

A.
Here is a cluster of 3 separate species, C5H13NO2 in total from OMol25. Energies are from the ωB97M-V functional and the def2-TZVPD basis.

Geometry as XYZ:
```
21
Properties=species:S:1:pos:R:3:mulliken_charge:R:1
C -0.28519 1.54381 -1.07861 0.348
C 0.67099 2.43592 -1.45827 -1.098
N 1.82643 0.44552 0.04875 -0.384
O 2.34519 0.18279 1.37038 -0.442
O -0.98169 1.71374 0.06408 -0.500
H 1.71030 0.61718 1.95366 0.306
H -1.24531 0.84817 0.41911 0.323
H 2.42525 -0.12563 -0.55035 0.199
H -0.42864 0.60375 -1.59888 0.247
H 0.99231 2.42816 -2.48790 0.315
H 1.87513 1.51011 -0.44318 0.326
H 0.61678 3.43600 -1.05248 0.323
C -0.57576 -2.35589 -0.28382 -1.031
C -0.77108 -1.55416 0.95973 0.317
C -1.92155 -1.01333 1.34166 -1.011
H 0.11302 -1.44008 1.57567 0.230
H 0.23291 -1.92982 -0.87881 0.224
H -0.27999 -3.37537 -0.02972 0.337
H -1.48326 -2.39484 -0.88547 0.304
H -2.01701 -0.46891 2.27013 0.369
H -2.81886 -1.10714 0.74434 0.300
```

Summary:
HOMO ... -8.65 eV
Structure (SMILES) ... C=CC.C=CO.NO
LUMO level ... 0.92 eV

---

B.
Here is a cluster of 2 separate species, C5H13NO2 in total from OMol25. Energies are from the ωB97M-V functional and the def2-TZVPD basis.

Geometry as XYZ:
```
21
Properties=species:S:1:pos:R:3:mulliken_charge:R:1
C -2.56804 -0.19422 -0.29244 -0.825
N -1.54350 0.85459 -0.12505 -0.176
C -0.19010 0.68503 0.12088 -0.043
C 0.45992 -0.63920 0.45208 1.163
C 1.88656 -0.74218 -0.21157 -1.680
C 0.41055 -0.82364 1.96659 -1.378
O 0.42281 1.75176 0.14775 -0.643
H -1.94329 -1.00360 -0.70228 0.271
H -3.33780 -0.08575 -1.05354 0.354
H -3.02970 -0.45167 0.65823 0.253
H -1.77454 1.79714 -0.39708 0.264
H -0.08287 -1.45971 -0.02720 0.302
H 2.33487 0.24699 -0.27673 0.376
H 2.49753 -1.34977 0.45972 0.466
H 1.69955 -1.26171 -1.14688 0.328
H 0.29747 0.10734 2.53270 0.353
H 1.35507 -1.14338 2.43613 0.329
H -0.40874 -1.46178 2.31699 0.325
H 1.19538 0.97246 -2.15230 0.265
H 1.34616 2.44135 -2.05608 0.352
O 0.97273 1.75995 -2.64993 -0.656
```

Summary:
HOMO ... -9.53 eV
Structure (SMILES) ... CNC(=O)C(C)C.O
LUMO level ... 0.82 eV

---

Question: which arrangement is favored energetically? Ranking from most to least stable: B, A.

---

A.
Here is a cluster of 2 separate species, C5H13NO2 in total from OMol25. Energies are from the ωB97M-V functional and the def2-TZVPD basis.

Geometry as XYZ:
```
21
Properties=species:S:1:pos:R:3:mulliken_charge:R:1
O 0.03920 2.74286 -1.92869 -0.620
C 0.01553 1.92992 -1.04352 0.683
N -0.26894 0.58126 -1.20150 0.199
C 0.17732 2.47774 0.33745 -0.948
C -0.56653 0.11266 -2.51551 -1.089
C 0.82417 -1.17009 0.22754 -0.817
C -0.46348 -0.41154 -0.13472 -0.731
H 1.07214 3.11486 0.23756 0.295
H 0.36305 1.73185 1.12849 0.296
H -0.67278 3.11056 0.64318 0.216
H 0.30363 -0.25489 -3.08502 0.260
H -1.01624 0.95626 -3.06570 0.378
H -1.31027 -0.69894 -2.44670 0.355
H 1.20784 -1.72536 -0.64486 0.298
H 0.50694 -1.89611 0.99492 0.260
H 1.64174 -0.55586 0.64096 0.247
H -1.23823 -1.15692 -0.39862 0.362
H -0.77457 0.07781 0.80824 0.357
O 0.01447 -2.61130 3.68506 -0.642
H 0.54164 -2.93196 4.45156 0.319
H -0.39662 -3.42279 3.30990 0.321
```

Summary:
HOMO ... -9.04 eV
Structure (SMILES) ... CCN(C)C(C)=O.O
LUMO level ... 0.61 eV

---

B.
Here is a cluster of 3 separate species, C5H13NO2 in total from OMol25. Energies are from the ωB97M-V functional and the def2-TZVPD basis.

Geometry as XYZ:
```
21
Properties=species:S:1:pos:R:3:mulliken_charge:R:1
C 1.75946 -0.73657 -0.69081 -0.783
N 0.98872 0.32197 -1.35509 -0.374
C 0.12142 1.02770 -0.49365 0.039
C 0.37442 2.28250 -0.13342 -0.540
C -0.61937 3.24355 0.44557 -0.324
C -0.91098 3.47145 1.71444 -0.615
H 1.32276 -0.97453 0.26274 0.312
H 1.74281 -1.69569 -1.19821 0.259
H 2.77706 -0.41893 -0.50983 0.271
H 1.62381 0.93760 -1.83591 0.258
H -0.71150 0.45714 -0.10981 0.407
H 1.31074 2.78904 -0.37477 0.264
H -1.20620 3.67506 -0.34957 0.288
H -1.70534 4.15544 1.98122 0.264
H -0.41070 2.97554 2.54517 0.268
H 0.79190 -4.07622 1.15865 0.305
H -0.45459 -3.39374 0.44510 0.373
O 0.27050 -3.27771 1.07158 -0.633
H -2.72166 -4.17010 -0.47726 0.316
H -2.37669 -2.95108 -1.31415 0.317
O -1.96658 -3.64244 -0.78199 -0.673
```

Summary:
HOMO ... -8.20 eV
Structure (SMILES) ... C=C/C=C/NC.O.O
LUMO level ... 0.53 eV

---

C.
Here is a cluster of 5 separate species, C5H13NO2 in total from OMol25. Energies are from the ωB97M-V functional and the def2-TZVPD basis.

Geometry as XYZ:
```
21
Properties=species:S:1:pos:R:3:mulliken_charge:R:1
C -2.14271 1.21292 -0.01337 0.328
C -3.35486 2.12359 0.03690 -1.246
O -1.00016 2.02179 -0.04418 -0.529
O -2.19279 0.32939 -1.13653 -0.495
H -2.16398 0.87711 -1.93204 0.303
H -0.22070 1.45762 0.10270 0.344
H -2.12511 0.53344 0.84677 0.298
H -3.33248 2.72837 0.94312 0.333
H -3.34163 2.79764 -0.82261 0.339
H -4.26997 1.53282 0.01622 0.325
C 3.11235 -0.71865 0.80236 -0.355
C 3.39788 -1.99085 0.39709 -0.665
C 0.35803 -1.11112 -0.32240 0.042
N 0.86452 -0.23486 0.28002 -0.527
H 3.38631 0.13745 0.20470 0.258
H 2.78772 -0.50158 1.80846 0.252
H 1.27417 -2.35610 -0.63645 -0.036
H -0.55847 -1.42183 -0.79637 0.365
H 3.37747 -2.80160 1.11683 0.310
H 4.02798 -2.15404 -0.46997 0.324
H 2.11643 -2.46151 -0.38124 0.033
```

Summary:
HOMO ... -9.41 eV
LUMO level ... 1.00 eV

---

D.
Here is a cluster of 3 separate species, C5H13NO2 in total from OMol25. Energies are from the ωB97M-V functional and the def2-TZVPD basis.

Geometry as XYZ:
```
21
Properties=species:S:1:pos:R:3:mulliken_charge:R:1
C -0.06187 -0.97243 -0.70334 0.055
C 0.73295 -0.18962 -1.60801 -0.206
C 0.88962 1.20192 -1.45523 0.088
C 1.99848 1.93675 -1.66946 -0.790
N -1.34212 -0.38493 -0.37581 -0.577
C -1.73110 -1.16681 0.83799 -0.540
O -0.74746 -1.21182 1.71834 -0.734
H -0.24190 -1.99955 -1.05533 0.419
H 0.51945 -1.23018 0.22848 0.097
H 1.49623 -0.57383 -2.28827 0.354
H -0.30249 0.22965 1.96058 0.414
H 0.00620 1.75525 -1.13331 0.260
H 1.96576 3.01358 -1.60862 0.286
H 2.90227 1.44875 -2.01876 0.269
H -1.19825 0.57269 -0.04631 0.314
H -2.06978 -2.13513 0.41032 0.375
H -2.66348 -0.65216 1.16143 0.373
H 2.15270 -2.49068 1.90613 0.138
H 1.69355 -1.92757 2.12321 -0.156
H 0.19769 1.58365 2.57549 0.245
O -0.11253 1.21785 1.76556 -0.682
```

Summary:
HOMO ... -8.19 eV
LUMO level ... -2.66 eV

---

Question: which arrangement is favored energetically? Ranking from most to least stable: A, B, C, D.